Record 1
{"formula": "C39H93O32P5S6", "method": "ωB97M-V/def2-TZVPD", "elements": ["C", "O", "P", "O", "O", "C", "O", "C", "H", "H", "H", "H", "H", "H", "H", "H", "H", "C", "O", "P", "O", "O", "C", "O", "C", "H", "H", "H", "H", "H", "H", "H", "H", "H", "C", "O", "P", "O", "O", "C", "O", "C", "H", "H", "H", "H", "H", "H", "H", "H", "H", "C", "O", "P", "O", "O", "C", "O", "C", "H", "H", "H", "H", "H", "H", "H", "H", "H", "C", "O", "P", "O", "O", "C", "O", "C", "H", "H", "H", "H", "H", "H", "H", "H", "H", "C", "C", "C", "S", "O", "O", "C", "H", "H", "H", "H", "H", "H", "H", "H", "C", "C", "C", "S", "O", "O", "C", "H", "H", "H", "H", "H", "H", "H", "H", "C", "C", "C", "S", "O", "O", "C", "H", "H", "H", "H", "H", "H", "H", "H", "C", "C", "C", "S", "O", "O", "C", "H", "H", "H", "H", "H", "H", "H", "H", "C", "C", "C", "S", "O", "O", "C", "H", "H", "H", "H", "H", "H", "H", "H", "C", "C", "C", "S", "O", "O", "C", "H", "H", "H", "H", "H", "H", "H", "H"], "coordinates": [[-5.8360, 5.2106, 0.1017], [-4.9127, 4.9389, 1.1774], [-4.2840, 3.4839, 1.3294], [-4.1174, 2.7340, 0.0821], [-2.9178, 3.6360, 2.1398], [-2.8611, 4.3062, 3.3931], [-5.2070, 2.7791, 2.4318], [-6.5358, 2.4566, 2.0141], [-6.2681, 6.1992, 0.2302], [-6.6684, 4.5092, 0.0883], [-5.2662, 5.1553, -0.8226], [-3.7223, 4.9068, 3.6781], [-1.9501, 4.9082, 3.4006], [-2.6797, 3.6154, 4.2233], [-6.6750, 2.3982, 0.9352], [-7.2222, 3.2182, 2.3951], [-6.8703, 1.5136, 2.4421], [-0.0183, -1.2942, -1.4065], [0.2432, 0.0784, -1.7148], [0.7184, 1.0841, -0.5460], [0.4575, 0.5722, 0.8059], [0.1028, 2.4862, -0.9035], [-1.1634, 2.8478, -0.3600], [2.2639, 1.2938, -0.8644], [3.1051, 0.1624, -0.7421], [0.8095, -1.9560, -1.6473], [-0.9039, -1.5949, -1.9638], [-0.2757, -1.3280, -0.3464], [-1.1218, 3.7634, 0.2174], [-1.6735, 2.0081, 0.1157], [-1.8675, 2.9584, -1.1883], [3.8906, 0.3443, -0.0062], [3.6550, 0.0355, -1.6773], [2.6119, -0.7790, -0.4958], [-3.4427, 0.1411, 2.4887], [-4.1837, -1.0875, 2.4390], [-4.8016, -1.5725, 1.0386], [-6.1698, -1.1531, 0.7235], [-4.5465, -3.1615, 1.1596], [-5.1023, -3.8631, 2.2501], [-3.6693, -1.1260, 0.0082], [-4.0507, -0.7422, -1.3048], [-2.3991, -0.1306, 2.6330], [-3.7704, 0.7038, 3.3626], [-3.6377, 0.7743, 1.6303], [-4.4332, -4.6330, 2.6317], [-6.0656, -4.3060, 1.9780], [-5.3572, -3.2302, 3.1059], [-3.2411, -1.0018, -1.9940], [-4.1197, 0.3428, -1.4235], [-4.9775, -1.1901, -1.6593], [9.7311, 1.5791, -0.4185], [8.3819, 1.1261, -0.1972], [7.1951, 1.7829, -1.0840], [7.6702, 2.6405, -2.1764], [6.2877, 0.5385, -1.5543], [6.8792, -0.6098, -2.1310], [6.2355, 2.4740, -0.0236], [5.0303, 3.0503, -0.5783], [9.8110, 1.9746, -1.4325], [10.3524, 0.6890, -0.3630], [9.9980, 2.3717, 0.2754], [6.7373, -0.6231, -3.2165], [6.4264, -1.5263, -1.7559], [7.9646, -0.6437, -2.0213], [4.9944, 4.0908, -0.2615], [4.2319, 2.4717, -0.1249], [4.9823, 3.0358, -1.6662], [-3.4326, -8.6264, -2.1724], [-3.5670, -7.2593, -1.8187], [-3.0915, -6.7224, -0.3675], [-1.6528, -6.9074, -0.1103], [-3.5778, -5.2252, -0.3435], [-2.8705, -4.2465, -1.1058], [-4.0778, -7.4866, 0.6495], [-5.4902, -7.2365, 0.5208], [-2.4128, -8.9617, -1.9635], [-3.6291, -8.6883, -3.2422], [-4.1395, -9.2506, -1.6207], [-2.6199, -3.3284, -0.5746], [-3.4625, -3.8386, -1.9303], [-1.9690, -4.7210, -1.4937], [-5.8277, -6.6748, 1.3908], [-5.9604, -8.2156, 0.4769], [-5.7677, -6.6337, -0.3439], [-1.4426, 6.7336, -1.1007], [-2.5632, 5.8129, -1.6079], [-3.3195, 6.6503, -2.6302], [-3.3797, 8.3573, -1.9778], [-4.6516, 8.6311, -1.3225], [-2.8680, 9.2426, -2.9908], [-2.1078, 8.0391, -0.6650], [-0.6579, 6.8923, -1.8420], [-0.8984, 6.2318, -0.2960], [-3.1537, 5.4133, -0.7764], [-2.1249, 4.8683, -1.9280], [-4.3355, 6.2993, -2.8018], [-2.7458, 6.7217, -3.5520], [-2.7166, 7.8773, 0.2230], [-1.5013, 8.9385, -0.6158], [1.5961, -4.3789, 1.8817], [0.7423, -3.3353, 1.1361], [-0.5670, -3.1187, 1.9581], [0.1053, -3.0248, 3.6774], [-0.8396, -3.4554, 4.6704], [0.7724, -1.7354, 3.7960], [1.3912, -4.2681, 3.4044], [2.6597, -4.3628, 1.6379], [1.2859, -5.3559, 1.5061], [0.3826, -3.6425, 0.1573], [1.2317, -2.3610, 1.1369], [-1.2546, -3.9641, 1.9189], [-1.1273, -2.1957, 1.8226], [1.0109, -5.2549, 3.6669], [2.2785, -4.0568, 3.9934], [0.8243, 1.8854, 3.6246], [-0.5707, 1.2364, 3.6458], [-0.9092, 0.9791, 5.1107], [0.0012, 2.2378, 6.0676], [1.0330, 1.5853, 6.8385], [-0.9491, 3.1808, 6.6629], [0.7575, 3.0346, 4.6200], [1.0540, 2.2234, 2.6161], [1.5805, 1.1450, 3.8842], [-0.5100, 0.3465, 3.0176], [-1.2720, 1.8445, 3.0680], [-0.5213, 0.0563, 5.5408], [-1.9743, 1.0664, 5.3162], [1.6987, 3.5021, 4.8983], [0.0297, 3.7972, 4.3433], [2.8693, 3.8938, -5.4432], [3.2869, 3.0628, -4.2406], [2.2534, 3.2381, -3.1354], [1.3981, 4.8518, -3.4300], [1.7578, 5.8234, -2.4205], [0.0172, 4.5150, -3.7147], [2.2276, 5.1988, -4.9833], [2.1230, 3.3057, -5.9823], [3.6946, 4.1080, -6.1200], [4.2816, 3.3040, -3.8568], [3.3309, 2.0055, -4.5061], [2.5563, 3.3490, -2.0979], [1.5043, 2.4514, -3.1647], [2.9611, 5.9833, -4.7963], [1.5172, 5.5407, -5.7333], [0.8990, -7.2263, -4.1137], [-0.4581, -7.1303, -3.4195], [-1.2116, -6.0205, -4.1282], [0.0440, -4.6821, -4.4462], [0.0599, -3.7013, -3.3917], [-0.0198, -4.2575, -5.8123], [1.4726, -5.8174, -4.1572], [0.6873, -7.5321, -5.1475], [1.4911, -8.0210, -3.6646], [-0.3007, -7.0596, -2.3373], [-0.9625, -8.0970, -3.4649], [-2.1125, -5.6495, -3.6472], [-1.4648, -6.4243, -5.1094], [1.5732, -5.6304, -3.0796], [2.3934, -5.5781, -4.6736], [6.3038, -1.3423, 2.2725], [4.9544, -1.9623, 2.6285], [3.9050, -0.8733, 3.0689], [4.8522, 0.6665, 3.2547], [5.4974, 0.7111, 4.5407], [4.0877, 1.7644, 2.6867], [6.1615, 0.1466, 2.0663], [6.7584, -1.7645, 1.3747], [7.0249, -1.4889, 3.0783], [5.0221, -2.6452, 3.4756], [4.4673, -2.5200, 1.8292], [3.2962, -1.0452, 3.9529], [3.2290, -0.7242, 2.2271], [7.0701, 0.7384, 2.1503], [5.7944, 0.3988, 1.0715]], "lowdin_charge": [-0.0613, -0.2123, 0.3752, -0.2150, -0.2183, -0.0838, -0.2188, -0.0918, 0.0991, 0.0797, 0.0694, 0.0961, 0.0920, 0.0825, 0.0833, 0.0934, 0.0924, -0.1067, -0.1949, 0.4121, -0.2025, -0.1851, -0.0875, -0.2259, -0.0857, 0.0753, 0.0742, 0.0572, 0.0894, 0.0747, 0.0795, 0.0657, 0.0965, 0.0816, -0.0726, -0.2072, 0.4156, -0.2177, -0.2352, -0.1100, -0.2288, -0.0962, 0.0686, 0.0952, 0.0611, 0.0954, 0.0868, 0.0889, 0.0782, 0.0856, 0.0914, -0.0801, -0.2360, 0.3994, -0.2264, -0.2327, -0.1014, -0.2174, -0.0588, 0.0755, 0.0891, 0.0936, 0.0915, 0.0883, 0.0860, 0.1070, 0.0647, 0.0703, -0.1014, -0.2387, 0.3957, -0.2349, -0.2104, -0.0790, -0.2070, -0.0869, 0.0821, 0.0942, 0.0902, 0.0670, 0.1022, 0.0669, 0.0762, 0.0921, 0.0909, -0.2159, -0.2254, -0.2006, 0.6918, -0.3495, -0.3294, -0.1882, 0.1009, 0.1120, 0.0843, 0.0862, 0.0956, 0.1041, 0.0964, 0.1009, -0.2017, -0.2055, -0.1820, 0.6891, -0.3154, -0.3233, -0.2051, 0.0999, 0.1103, 0.1019, 0.0903, 0.1032, 0.0877, 0.1023, 0.0998, -0.2199, -0.2483, -0.1950, 0.6956, -0.3206, -0.3609, -0.2002, 0.1004, 0.1039, 0.0603, 0.0943, 0.0943, 0.0941, 0.1095, 0.0830, -0.2125, -0.2094, -0.2111, 0.6938, -0.3235, -0.3327, -0.2258, 0.1204, 0.1179, 0.1068, 0.1165, 0.0731, 0.0888, 0.1059, 0.1062, -0.2313, -0.2455, -0.1905, 0.6938, -0.3374, -0.3171, -0.2002, 0.1168, 0.1205, 0.1077, 0.1024, 0.0834, 0.1066, 0.0939, 0.1056, -0.2132, -0.1858, -0.2048, 0.6937, -0.3058, -0.3317, -0.2303, 0.1108, 0.1168, 0.1075, 0.0935, 0.0921, 0.0782, 0.1050, 0.0553], "smiles": "COP(=O)(OC)OC.COP(=O)(OC)OC.COP(=O)(OC)OC.COP(=O)(OC)OC.COP(=O)(OC)OC.O=S1(=O)CCCC1.O=S1(=O)CCCC1.O=S1(=O)CCCC1.O=S1(=O)CCCC1.O=S1(=O)CCCC1.O=S1(=O)CCCC1", "max_force_ev_per_a": 2.34, "total_energy_ha": -8045.7440}

***

Record 2
{"formula": "C19H45BO22Si2", "method": "ωB97M-V/def2-TZVPD", "elements": ["O", "C", "C", "O", "C", "O", "C", "Si", "O", "Si", "O", "B", "O", "O", "H", "H", "H", "H", "H", "H", "H", "H", "H", "H", "H", "H", "H", "H", "H", "C", "O", "C", "O", "O", "C", "H", "H", "H", "H", "H", "H", "C", "O", "C", "O", "O", "C", "H", "H", "H", "H", "H", "H", "C", "O", "C", "O", "O", "C", "H", "H", "H", "H", "H", "H", "C", "O", "C", "O", "O", "C", "H", "H", "H", "H", "H", "H", "C", "O", "C", "O", "O", "C", "H", "H", "H", "H", "H", "H"], "coordinates": [[2.0030, 5.2346, -0.7844], [2.0782, 5.2502, -2.2121], [1.6917, 3.9256, -2.7701], [2.8259, 3.1025, -2.9712], [2.5643, 1.9616, -3.7470], [2.6602, 0.8145, -2.9670], [1.5440, 0.6564, -2.1090], [2.0899, 0.0460, -0.4000], [3.7303, -0.1142, -0.2873], [4.2651, -1.5768, -0.9304], [1.5097, 1.0383, 0.8122], [1.9925, 2.3217, 0.7727], [3.2243, 2.6285, 0.2418], [1.2095, 3.3269, 1.2647], [2.8962, 5.2061, -0.4249], [3.0887, 5.4743, -2.5150], [1.3923, 6.0094, -2.5467], [1.1387, 4.0776, -3.6931], [0.9940, 3.4941, -2.0599], [1.5921, 2.0366, -4.2248], [3.3294, 1.8706, -4.5013], [0.8845, -0.1148, -2.5028], [0.9445, 1.5525, -2.0249], [1.5076, -1.2873, -0.1529], [3.2831, -1.9676, -1.9684], [4.3575, -2.5827, 0.1386], [5.5514, -1.3203, -1.5956], [3.9506, 2.4237, 0.8425], [1.1791, 4.0643, 0.6336], [0.7348, -6.8518, 2.8885], [1.5578, -5.6890, 3.0269], [0.9057, -4.5307, 2.8613], [-0.2622, -4.4097, 2.6119], [1.7780, -3.5379, 3.0125], [1.2116, -2.2331, 2.8532], [1.3845, -7.7080, 3.0408], [-0.0510, -6.8571, 3.6411], [0.3024, -6.9029, 1.8929], [0.4471, -2.0475, 3.6053], [0.7988, -2.1170, 1.8552], [2.0187, -1.5190, 2.9883], [-2.0471, 8.7736, -5.2585], [-3.0398, 8.5900, -4.2479], [-2.6864, 7.7464, -3.2783], [-1.6396, 7.1587, -3.2023], [-3.6908, 7.6674, -2.4102], [-3.4480, 6.7905, -1.3045], [-2.4620, 9.4758, -5.9751], [-1.1367, 9.1899, -4.8322], [-1.8304, 7.8328, -5.7603], [-2.5944, 7.1319, -0.7228], [-3.2879, 5.7713, -1.6486], [-4.3373, 6.8178, -0.6828], [2.5786, -8.3738, -3.6098], [2.4377, -7.0957, -2.9865], [1.3057, -6.9428, -2.3006], [0.4391, -7.7670, -2.1764], [1.3023, -5.7193, -1.7746], [0.1360, -5.4130, -1.0073], [3.5329, -8.3613, -4.1275], [2.5833, -9.1666, -2.8648], [1.7802, -8.5406, -4.3297], [0.0422, -6.0908, -0.1632], [-0.7568, -5.4562, -1.6274], [0.2542, -4.4002, -0.6332], [-7.5565, 5.0271, -2.0779], [-7.6997, 3.6145, -2.2423], [-6.7118, 2.8974, -1.7095], [-5.7555, 3.3374, -1.1277], [-6.9655, 1.6096, -1.9330], [-5.9791, 0.7169, -1.4099], [-8.4198, 5.4824, -2.5531], [-7.5449, 5.2919, -1.0226], [-6.6497, 5.3818, -2.5643], [-5.9074, 0.8135, -0.3288], [-5.0101, 0.9038, -1.8680], [-6.3077, -0.2871, -1.6602], [0.5098, -3.5874, 10.0978], [0.4056, -4.2488, 8.8363], [1.3947, -3.9661, 7.9867], [2.3190, -3.2286, 8.2046], [1.1784, -4.6399, 6.8605], [2.1692, -4.4329, 5.8446], [-0.3480, -3.9030, 10.6839], [1.4238, -3.8791, 10.6109], [0.4806, -2.5073, 9.9695], [3.1469, -4.7628, 6.1915], [2.2056, -3.3863, 5.5566], [1.8830, -5.0142, 4.9832]], "lowdin_charge": [-0.0666, -0.1886, -0.2036, -0.0685, -0.2532, -0.1472, -0.2189, 0.4388, -0.3935, 0.5606, 0.0468, -0.9221, 0.1599, 0.1812, 0.0961, 0.1294, 0.1167, 0.1287, 0.1168, 0.1340, 0.1361, 0.0917, 0.0768, 0.0216, -0.0412, -0.0545, -0.0583, 0.1247, 0.0791, -0.0226, -0.0294, -0.6418, 0.1353, -0.0173, -0.0286, 0.0976, 0.1037, 0.0787, 0.1048, 0.0688, 0.0994, -0.0410, 0.0052, -0.6277, 0.1166, 0.0047, -0.0313, 0.0927, 0.0969, 0.0962, 0.0976, 0.0968, 0.0924, -0.0401, 0.0046, -0.6254, 0.1261, 0.0084, -0.0262, 0.0925, 0.0971, 0.0973, 0.0770, 0.1017, 0.0903, -0.0366, 0.0066, -0.6267, 0.1187, 0.0064, -0.0382, 0.0935, 0.0974, 0.0933, 0.0979, 0.0966, 0.0930, -0.0429, 0.0028, -0.6253, 0.1254, 0.0172, -0.0119, 0.0919, 0.0967, 0.0968, 0.1092, 0.0981, 0.0661], "de_lowest_ev": 0.312, "max_force_ev_per_a": 1.28}